[1]
2 unconnected molecules or ions with the total composition C4H14N4O. Source: OMol25; level of theory: ωB97M-V/def2-TZVPD.

```
23
Properties=species:S:1:pos:R:3:mulliken_charge:R:1
C -0.30 0.32 1.31 0.20
C -0.76 0.73 -0.08 0.03
C 2.31 -0.73 -0.48 -0.80
C -1.18 -0.11 -2.31 -1.03
N 1.94 -0.91 0.91 -0.45
N -0.88 -0.43 -0.93 -0.28
N 0.27 1.18 2.05 -0.71
N -2.01 1.50 -0.01 -0.65
O -0.85 -0.86 1.73 -0.49
H -0.58 -1.02 2.64 0.36
H 1.89 -1.89 1.14 0.19
H -1.57 -1.06 -0.54 0.26
H -0.01 1.40 -0.50 0.48
H 0.25 1.02 3.06 0.25
H 2.58 -0.38 1.54 0.23
H -2.71 0.97 0.51 0.25
H -1.86 2.37 0.48 0.29
H 1.47 -1.04 -1.10 0.21
H 3.22 -1.27 -0.77 0.34
H 2.48 0.33 -0.65 0.29
H -0.36 0.48 -2.72 0.30
H -1.24 -1.04 -2.87 0.34
H -2.11 0.45 -2.43 0.40
```

Properties
electronic energy: -12382.124 eV
structure (SMILES): [H]/N=C(\O)[C@H](N)NC.CN
lowest unoccupied orbital energy: 0.71 eV
highest occupied orbital energy: -8.65 eV
Kohn-Sham gap: 9.36 eV



[2]
A molecular structure, C4H14N4O4Tl. Source: OMol25; level of theory: ωB97M-V/def2-TZVPD.

```
27
Properties=species:S:1:pos:R:3:lowdin_spin:R:1
Tl 23.10 9.75 -19.47 0.00
C 25.09 5.83 -16.36 0.11
C 23.78 6.42 -17.00 0.07
O 24.06 7.62 -17.65 0.16
O 25.53 6.76 -15.38 0.25
H 25.85 5.87 -17.14 0.05
H 25.05 4.80 -16.01 0.00
H 23.12 6.56 -16.14 0.02
H 23.41 5.71 -17.74 0.00
H 24.48 8.18 -16.99 0.00
H 26.20 6.34 -14.83 0.00
C 26.41 7.71 -19.72 0.02
O 25.80 8.80 -19.83 0.01
N 27.61 7.62 -19.31 0.06
N 25.87 6.50 -19.72 0.23
H 28.08 6.73 -19.34 0.00
H 28.12 8.49 -19.27 0.00
H 24.92 6.55 -20.06 0.00
H 26.49 5.71 -19.66 0.00
C 25.12 13.06 -21.14 0.00
O 24.54 12.10 -20.59 0.00
N 24.52 13.96 -21.90 0.00
N 26.42 12.98 -21.18 0.00
H 25.11 14.67 -22.31 0.00
H 23.51 13.86 -21.91 0.00
H 26.90 12.34 -20.56 0.00
H 26.98 13.78 -21.45 0.00
```

Properties
electronic energy: -23201.779 eV
net charge: +2
⟨S²⟩: 0.7567
lowest unoccupied orbital energy (alpha / beta): -6.36 / -12.65 eV
highest occupied orbital energy (alpha / beta): -15.11 / -15.11 eV
spin multiplicity: 2
Kohn-Sham gap (alpha / beta): 8.75 / 2.46 eV



[3]
2 unconnected molecules or ions with the total composition C4H14N4O5PS. Source: OMol25; level of theory: ωB97M-V/def2-TZVPD.

```
29
Properties=species:S:1:pos:R:3:mulliken_charge:R:1
N 2.86 0.96 0.46 -0.66
N 1.58 0.74 -0.05 0.28
S 1.42 -0.85 -0.75 -0.29
C 1.13 1.84 -0.98 -0.41
N 1.88 2.41 -1.99 -0.32
N -0.27 2.43 -0.76 -0.36
C -1.32 1.63 -1.50 -0.07
P -3.05 1.88 -0.65 0.89
O -3.63 3.24 -1.24 -0.67
O -4.03 0.49 -1.03 -0.51
O -2.94 1.98 1.10 -0.56
H 3.34 0.02 0.58 0.29
H 2.73 1.37 1.44 0.25
H 0.85 -0.82 -2.03 0.08
H 2.53 3.20 -1.70 0.19
H 1.87 2.16 -3.00 0.16
H -0.46 2.31 0.28 0.30
H -1.44 2.10 -2.59 0.24
H -1.09 0.49 -1.62 0.12
H -4.04 -0.07 -0.19 0.33
H -2.37 2.78 1.33 0.34
O 1.22 -2.49 2.88 -0.58
C 0.39 -3.51 2.60 -0.21
C 0.72 -4.06 1.13 0.40
O -0.11 -5.07 0.84 -0.62
H -0.69 -3.29 2.59 0.20
H 0.43 -4.39 3.26 0.23
H 1.80 -4.29 1.14 0.20
H 0.70 -3.18 0.47 -0.28
```

Properties
electronic energy: -40688.794 eV
net charge: -1
lowest unoccupied orbital energy: 0.13 eV
highest occupied orbital energy: -2.39 eV
Kohn-Sham gap: 2.52 eV



[4]
3 unconnected molecules or ions with the total composition C4H14NO. Source: OMol25; level of theory: ωB97M-V/def2-TZVPD.

```
20
Properties=species:S:1:pos:R:3:mulliken_charge:R:1
C -1.25 1.30 1.43 -1.09
C -1.57 0.68 0.07 -0.05
C -1.33 -0.80 0.02 -0.61
C -1.13 -1.28 -1.47 -0.63
N 3.79 -0.02 0.03 -0.64
H -1.39 2.43 1.46 0.36
H -1.95 0.95 2.22 0.34
H -0.17 1.15 1.74 0.24
H -2.66 0.94 -0.17 0.38
H -2.25 -1.38 0.33 0.42
H -0.46 -0.96 0.64 0.39
H -0.21 -0.75 -1.57 0.19
H -1.96 -0.77 -1.99 0.35
H -1.05 -2.35 -1.51 0.36
H 3.78 -0.94 -0.45 0.26
H 2.90 -0.09 0.54 0.21
H 4.73 0.07 0.43 0.26
H 1.93 0.60 -0.63 0.40
H -0.77 0.96 -0.69 0.30
O 1.03 0.26 -0.43 -0.43
```

Properties
electronic energy: -7897.371 eV
net charge: +1
lowest unoccupied orbital energy: -10.36 eV
highest occupied orbital energy: -14.44 eV
Kohn-Sham gap: 4.08 eV



[5]
3 unconnected molecules or ions with the total composition C4H14NO. Source: OMol25; level of theory: ωB97M-V/def2-TZVPD.

```
20
Properties=species:S:1:pos:R:3:mulliken_charge:R:1
C 1.23 -0.07 1.37 -0.46
C 1.18 0.79 0.12 -0.42
C 0.43 0.23 -1.07 -0.19
C 0.93 -1.19 -1.50 -1.22
N -2.42 1.15 -0.08 -0.44
H 1.59 0.44 2.25 0.39
H 0.23 -0.61 1.51 0.12
H 0.59 1.69 0.36 0.30
H 2.16 1.14 -0.21 0.38
H -0.65 -0.04 -0.80 0.09
H 0.32 0.96 -1.87 0.44
H 2.02 -1.25 -1.38 0.32
H 0.66 -1.51 -2.50 0.36
H 0.61 -1.96 -0.80 0.30
H 1.90 -0.94 1.19 0.37
H -3.31 1.06 -0.55 0.27
H -2.43 2.05 0.40 0.29
H -2.11 0.43 0.57 0.25
H -1.73 -1.44 1.83 0.29
O -1.21 -0.92 1.18 -0.45
```

Properties
electronic energy: -7898.446 eV
net charge: +1
lowest unoccupied orbital energy: -10.25 eV
highest occupied orbital energy: -14.23 eV
Kohn-Sham gap: 3.98 eV



[6]
2 unconnected molecules or ions with the total composition C4H14NO. Source: OMol25; level of theory: ωB97M-V/def2-TZVPD.

```
20
Properties=species:S:1:pos:R:3:mulliken_charge:R:1
C -0.66 0.87 -1.04 -1.54
C 0.44 0.90 0.11 0.68
N 0.25 -0.52 0.87 -0.34
C -0.91 -0.35 1.89 -0.96
C 1.79 1.11 -0.52 -1.39
H -0.57 0.66 -2.18 0.29
H -1.21 1.86 -1.04 0.33
H -1.47 0.34 -0.55 0.54
H 0.22 1.64 0.88 0.33
H -0.09 -1.29 0.13 0.38
H 1.08 -0.93 1.36 0.40
H -1.67 0.43 1.64 0.36
H -1.22 -1.44 2.15 0.33
H -0.38 -0.17 2.73 0.48
H 1.96 0.71 -1.62 0.28
H 2.52 0.63 -0.08 0.55
H 2.10 2.24 -0.37 0.30
H -0.48 -2.99 -1.51 0.35
H -0.73 -1.53 -1.70 0.29
O -0.96 -2.18 -1.15 -0.65
```

Properties
electronic energy: -7904.034 eV
net charge: +1
lowest unoccupied orbital energy: -3.04 eV
highest occupied orbital energy: -16.05 eV
Kohn-Sham gap: 13.01 eV